DFT (ωB97M-V/def2-TZVPD) results for a structure of composition C47H37ClLiN4O2P2.

Kohn-Sham gap: 5.71 eV
E_HOMO: -3.58 eV
energy relative to the best compared isomer or geometry (same formula, charge and spin): 15.5 kJ/mol
E: -3333.35559 Ha

```
! wB97M-V def2-TZVPD RIJCOSX def2/J DEFGRID3
* xyz -1 1
Li -0.61 -1.77 -0.81
O -7.40 -0.45 0.31
C -6.71 -1.22 1.01
O -7.00 -1.87 2.03
C -5.26 -1.41 0.51
C -4.38 -2.24 1.20
C -3.08 -2.37 0.74
N -2.63 -1.72 -0.34
C -3.47 -0.94 -1.01
C -4.79 -0.75 -0.62
C -2.86 -0.26 -2.19
C -3.64 0.30 -3.19
C -3.00 0.92 -4.26
C -1.62 0.95 -4.29
C -0.93 0.36 -3.25
N -1.53 -0.23 -2.22
C -2.05 -3.22 1.43
C -2.33 -3.99 2.55
C -1.31 -4.71 3.14
C -0.04 -4.66 2.59
C 0.16 -3.87 1.47
N -0.82 -3.16 0.91
H -4.76 -2.74 2.07
H -5.47 -0.10 -1.14
H -4.72 0.25 -3.14
H -3.59 1.37 -5.05
H -1.08 1.40 -5.11
H 0.16 0.35 -3.24
H -3.33 -4.02 2.95
H -1.50 -5.32 4.02
H 0.79 -5.20 3.02
H 1.13 -3.79 1.00
N 1.90 0.97 0.63
P 0.89 -0.29 1.22
C -0.03 0.52 2.58
C 0.36 1.72 3.16
C -0.43 2.32 4.13
C -1.62 1.72 4.53
C -2.01 0.52 3.95
C -1.23 -0.07 2.97
C 2.16 -1.23 2.16
C 3.22 -1.80 1.45
C 4.17 -2.59 2.09
C 4.06 -2.83 3.45
C 3.01 -2.27 4.17
C 2.07 -1.48 3.53
P 1.32 1.71 -0.85
C 2.75 2.77 -1.24
C 3.69 3.21 -0.31
C 4.75 4.01 -0.70
C 4.88 4.39 -2.04
C 3.95 3.95 -2.97
C 2.90 3.14 -2.57
C 0.15 2.90 -0.09
C 0.48 4.15 0.43
C -0.47 4.91 1.10
C -1.76 4.42 1.28
C -2.10 3.19 0.76
C -1.16 2.44 0.07
H 2.89 0.80 0.69
H 1.27 2.20 2.82
H -0.13 3.26 4.56
H -2.24 2.19 5.28
H -2.95 0.05 4.24
H -1.56 -0.99 2.49
H 3.29 -1.65 0.37
H 4.98 -3.02 1.52
H 4.80 -3.44 3.95
H 2.93 -2.45 5.23
H 1.25 -1.05 4.09
H 3.58 2.94 0.74
H 5.48 4.35 0.03
H 5.71 5.01 -2.34
H 4.06 4.23 -4.01
H 2.19 2.78 -3.31
H 1.48 4.54 0.30
H -0.19 5.88 1.49
H -2.49 5.01 1.81
H -3.11 2.80 0.90
H -1.43 1.47 -0.33
Cl 2.00 0.46 -6.88
C 1.79 -0.51 -5.43
C 2.60 -0.29 -4.33
C 2.42 -1.03 -3.18
C 1.41 -2.03 -3.06
C 1.14 -2.68 -1.83
C 0.65 -2.25 -4.24
C 0.83 -1.51 -5.39
H 3.37 0.47 -4.37
H 3.06 -0.84 -2.32
H 1.96 -2.67 -1.11
H 0.61 -3.64 -1.87
H -0.12 -3.01 -4.22
H 0.22 -1.69 -6.27
*
```

Here are the Mulliken charges for atoms 1 to 2, given in e: number 1, Li, carries 1.1190; number 2, O, carries -0.7412

DFT (ωB97M-V/def2-TZVPD) results for a structure of composition C47H37N3O2RhS3 in a non-equilibrium geometry.

Kohn-Sham gap (alpha / beta): 4.72 / 4.72 eV
E_HOMO (alpha / beta): -14.57 / -14.57 eV
energy relative to the best compared isomer or geometry (same formula, charge and spin): 204.8 kJ/mol
E: -3432.13068 Ha

```
! wB97M-V def2-TZVPD RIJCOSX def2/J DEFGRID3
* xyz 3 1
Rh 1.30 -0.03 -2.20
C -6.61 3.54 -2.98
C -5.33 2.84 -2.61
C -4.09 3.36 -3.02
C -2.91 2.73 -2.68
C -2.97 1.57 -1.93
C -4.18 1.01 -1.53
C -5.35 1.66 -1.88
S -1.55 0.72 -1.35
O -0.38 1.15 -2.32
C -1.27 1.61 0.15
C -0.96 2.98 0.06
C -1.33 3.82 1.07
C -2.20 3.34 2.09
C -2.88 4.24 2.94
C -3.84 3.80 3.80
C -4.16 2.42 3.84
C -3.47 1.52 3.08
C -2.44 1.95 2.21
C -1.70 1.03 1.36
C -1.37 -0.34 1.83
C -1.45 -0.59 3.26
C -1.15 0.40 4.23
C -1.24 0.12 5.56
C -1.66 -1.15 6.02
C -1.88 -2.14 5.12
C -1.72 -1.91 3.73
C -1.74 -2.98 2.81
C -1.24 -2.78 1.56
C -0.98 -1.48 1.06
S 0.27 -1.44 -0.21
O -0.25 -1.70 -1.64
C 1.25 -2.86 0.15
C 1.11 -4.00 -0.62
C 1.96 -5.08 -0.37
C 2.95 -5.01 0.61
C 3.88 -6.16 0.85
C 3.06 -3.84 1.37
C 2.22 -2.76 1.15
H -6.43 4.51 -3.42
H -7.24 3.67 -2.10
H -7.18 2.94 -3.69
H -4.06 4.26 -3.61
H -1.96 3.13 -3.01
H -4.21 0.08 -0.96
H -6.31 1.23 -1.58
H -0.50 3.36 -0.84
H -1.09 4.87 1.04
H -2.65 5.30 2.87
H -4.38 4.49 4.42
H -4.96 2.08 4.48
H -3.75 0.47 3.11
H -0.81 1.37 3.91
H -0.98 0.89 6.28
H -1.76 -1.33 7.08
H -2.14 -3.14 5.45
H -2.01 -3.97 3.14
H -1.04 -3.64 0.93
H 0.35 -4.06 -1.39
H 1.85 -5.98 -0.96
H 3.48 -7.09 0.45
H 4.08 -6.30 1.91
H 4.84 -5.98 0.36
H 3.81 -3.78 2.15
H 2.30 -1.87 1.76
C 3.99 -3.10 -3.22
C 5.14 -2.75 -2.54
C 5.13 -1.63 -1.70
C 3.96 -0.91 -1.57
N 2.85 -1.26 -2.25
C 2.86 -2.32 -3.07
C 3.79 0.30 -0.75
C 4.72 0.82 0.13
C 4.41 1.97 0.83
C 3.18 2.58 0.64
C 2.29 2.01 -0.25
N 2.59 0.90 -0.92
H 3.96 -3.96 -3.87
H 6.05 -3.32 -2.66
H 6.03 -1.33 -1.19
H 1.94 -2.53 -3.59
H 5.68 0.33 0.26
H 5.13 2.40 1.52
H 2.91 3.48 1.17
H 1.32 2.44 -0.44
S 1.73 2.20 -5.99
C 3.28 1.68 -5.48
C 3.17 0.93 -4.36
N 1.87 0.76 -3.93
C 1.01 1.41 -4.70
H 4.17 1.96 -6.01
H 3.99 0.46 -3.84
H -0.06 1.40 -4.53
*
```

Here are the Mulliken charges for atoms 1 to 2, given in e: number 1, Rh, carries -0.2920; number 2, C, carries -1.4828

Question: Which of these has the highest E?
Answer: C47H37ClLiN4O2P2

Question: Among the records above, which one has the lowest energy relative to the best compared isomer or geometry (same formula, charge and spin)?
Answer: C47H37ClLiN4O2P2